1.
Entry from OMol25: a cluster of 3 separate species, C19H40NO6 in total (the ωB97M-V functional and the def2-TZVPD basis).

Properties
HOMO-LUMO gap: 6.67 eV
LUMO level: 2.4 eV
Total charge: -1

Element x y z (Å)
1 O -3.014 2.752 -6.823
2 O 0.113 2.438 -1.922
3 O -2.912 -1.760 -4.717
4 O -2.524 3.438 -7.850
5 O -4.357 0.149 -4.909
6 O 0.650 1.576 -7.417
7 N -1.215 1.534 -4.771
8 C 1.252 1.321 3.326
9 C -3.093 -0.324 -5.101
10 C -2.568 1.368 -7.057
11 C -1.878 1.560 -3.411
12 C -1.912 0.620 -5.753
13 C 0.730 0.392 -6.544
14 C 1.263 -1.771 5.951
15 C -0.869 1.388 1.011
16 C 1.392 2.048 1.983
17 C 0.101 -4.367 3.472
18 C 1.289 3.384 4.823
19 C -1.092 2.708 -2.483
20 C 1.272 -3.402 3.268
21 C 2.350 -3.437 4.358
22 C 1.854 -3.161 5.780
23 C 0.518 -5.829 3.471
24 C 0.550 2.114 4.431
25 C -0.722 -0.394 -6.348
26 C 0.080 2.524 1.355
27 H 0.466 1.473 5.317
28 H -1.770 1.782 0.530
29 H 2.303 3.155 5.165
30 H 1.458 -0.405 -7.037
31 H 2.700 -3.266 6.468
32 H 3.123 -2.701 4.103
33 H -1.868 1.247 -8.016
34 H -0.425 3.239 2.014
35 H 1.355 4.088 3.988
36 H -1.184 0.839 1.904
37 H 0.875 -2.383 3.182
38 H 1.200 -6.055 4.296
39 H -3.552 0.750 -7.331
40 H -1.110 -0.902 -7.331
41 H 0.377 -1.628 5.327
42 H 1.749 -3.621 2.305
43 H -0.399 0.682 0.319
44 H 0.712 0.379 3.174
45 H -1.509 3.503 -7.755
46 H 1.190 0.742 -5.522
47 H 1.900 1.377 1.279
48 H -0.430 -4.136 4.401
49 H -1.025 2.485 -5.154
50 H 1.547 2.012 -7.537
51 H 1.118 -3.914 6.082
52 H 2.849 -4.413 4.344
53 H 1.013 -6.093 2.531
54 H -0.621 -4.211 2.660
55 H -1.701 0.539 -2.832
56 H 0.315 3.071 0.434
57 H -3.007 1.901 -3.420
58 H -0.476 2.361 4.135
59 H -1.604 3.739 -2.270
60 H 0.963 -1.615 6.993
61 H 2.056 2.913 2.105
62 H -0.362 -6.471 3.582
63 H -0.493 -1.260 -5.559
64 H 0.762 3.888 5.640
65 H 2.254 1.040 3.672
66 H 1.996 -1.000 5.693

2.
Entry from OMol25: a structure of composition C19H40NOP3Ti (the ωB97M-V functional and the def2-TZVPD basis).

Properties
HOMO-LUMO gap (alpha / beta): 6.22 / 4.14 eV
Multiplicity: 2
Relative energy (zero: lowest compared OMol25 entry of this formula, charge and spin): 3.431 eV
LUMO level (alpha / beta): -9.8 / -11.7 eV
Expectation value of S²: 0.771
Total charge: +3

Element x y z (Å)
1 Ti 1.048 -0.247 1.958
2 P 2.232 1.372 0.330
3 P -2.597 0.957 -2.529
4 P -1.074 -1.600 2.151
5 O -0.439 -0.676 -2.130
6 N 0.366 0.990 3.387
7 C 1.931 3.120 0.805
8 C 1.025 -2.831 -4.429
9 C 1.978 1.507 -1.485
10 C -0.063 -2.472 -3.642
11 C 2.792 -0.693 2.632
12 C -2.449 -0.594 2.816
13 C 1.527 -1.877 -1.823
14 C -3.352 0.623 -0.908
15 C 4.073 1.348 0.345
16 C -1.537 2.418 -2.260
17 C -1.865 -2.473 0.752
18 C -3.866 1.357 -3.770
19 C 2.593 -2.250 -2.620
20 C 2.329 -2.659 -3.937
21 C -0.032 2.075 3.616
22 C 0.287 -1.783 -2.473
23 C 1.912 -1.883 2.615
24 C -0.707 3.225 4.129
25 C -1.078 -2.977 3.354
26 H -1.316 -0.617 -2.479
27 H 0.865 -3.186 -5.436
28 H 1.309 3.591 0.036
29 H 1.918 2.567 -1.756
30 H 4.436 0.669 -0.436
31 H 3.598 -2.224 -2.193
32 H -1.616 3.430 3.514
33 H 1.626 -1.525 -0.793
34 H -2.670 -0.940 3.832
35 H -2.804 -2.909 1.115
36 H 3.765 -0.716 2.159
37 H -4.623 2.052 -3.373
38 H -0.338 -3.731 3.075
39 H 2.060 -2.660 1.850
40 H 2.770 -0.114 3.572
41 H -4.089 1.403 -0.696
42 H 2.836 1.075 -2.010
43 H -3.385 1.808 -4.658
44 H -4.358 0.408 -4.056
45 H -3.848 -0.362 -0.960
46 H -1.210 -3.279 0.405
47 H -2.206 0.472 2.858
48 H -2.574 0.609 -0.130
49 H 1.711 -2.354 3.579
50 H -0.837 -2.599 4.351
51 H 1.423 3.202 1.772
52 H 4.428 2.365 0.138
53 H 3.179 -2.894 -4.557
54 H -3.333 -0.741 2.186
55 H -1.014 2.339 -1.293
56 H -1.087 -2.487 -3.995
57 H 4.469 1.018 1.309
58 H 1.078 0.985 -1.827
59 H -2.064 -1.790 -0.080
60 H -0.792 2.461 -3.072
61 H -0.035 4.103 4.036
62 H 2.901 3.629 0.853
63 H -2.144 3.335 -2.279
64 H -0.981 3.057 5.192
65 H -2.081 -3.422 3.363

3.
Entry from OMol25: a cluster of 4 separate species, C19H40O7 in total (the ωB97M-V functional and the def2-TZVPD basis).

Properties
HOMO-LUMO gap: 10.22 eV
Relative energy (zero: lowest compared OMol25 entry of this formula, charge and spin): 1.733 eV
LUMO level: 0.3 eV
Structure (SMILES): CC[C@@H]1COC(=O)[C@@H]1CCCC(=O)O.CC(C)O.CC(C)O.CC(C)O
Total charge: 0

Element x y z (Å)
1 O 2.754 0.402 -6.152
2 O -1.660 1.891 0.315
3 O 3.932 -2.707 1.082
4 O 1.592 -2.143 0.874
5 O 3.528 1.352 -4.224
6 O 0.513 -0.253 3.399
7 O -5.066 -1.089 -1.748
8 C 1.952 0.415 5.208
9 C 2.413 0.596 0.548
10 C -2.386 2.757 -0.557
11 C 3.183 -1.150 -4.135
12 C 3.198 0.303 -4.801
13 C 2.277 2.184 0.216
14 C 4.310 -1.158 -1.679
15 C 2.957 -2.240 0.472
16 C -5.351 -1.966 -0.660
17 C -2.027 4.202 -0.247
18 C -3.876 2.508 -0.391
19 C 2.930 -1.627 -1.029
20 C -0.532 0.767 5.312
21 C -4.167 -1.990 0.294
22 C 0.777 -1.246 0.038
23 C -5.657 -3.356 -1.198
24 C 4.469 -1.476 -3.238
25 C 1.966 -0.371 -0.660
26 C 0.695 0.733 4.415
27 H 1.202 2.548 0.291
28 H -0.430 1.526 6.092
29 H 2.824 0.382 4.549
30 H -2.084 2.515 -1.580
31 H 5.142 -1.751 -1.138
32 H -4.192 2.700 0.640
33 H 3.204 -1.897 -5.015
34 H 0.409 -1.111 3.831
35 H -1.923 2.099 1.221
36 H 0.218 -1.754 -0.819
37 H 1.809 0.429 1.511
38 H 4.549 -0.055 -1.449
39 H 2.282 -2.289 -1.716
40 H 1.876 -0.569 5.682
41 H -6.501 -3.322 -1.891
42 H 0.811 1.698 3.913
43 H 2.129 1.163 5.985
44 H 2.174 -0.371 -6.319
45 H -0.952 4.363 -0.359
46 H 3.520 0.435 0.821
47 H 1.612 0.119 -1.640
48 H -4.117 1.463 -0.606
49 H 2.902 2.728 1.018
50 H -4.290 -1.430 -2.210
51 H 4.836 -2.540 -3.466
52 H -3.952 -0.983 0.664
53 H -4.804 -3.754 -1.757
54 H -6.231 -1.570 -0.145
55 H -3.263 -2.340 -0.214
56 H -2.279 4.453 0.788
57 H -4.460 3.145 -1.060
58 H -0.033 -0.658 0.600
59 H -5.896 -4.049 -0.387
60 H -2.555 4.890 -0.911
61 H -0.694 -0.205 5.790
62 H -1.430 0.985 4.727
63 H 2.738 2.403 -0.801
64 H 2.179 -1.304 -3.622
65 H 5.311 -0.786 -3.622
66 H -4.362 -2.642 1.149

4.
Entry from OMol25: a structure of composition C19H40P2Sn (the ωB97M-V functional and the def2-TZVPD basis).

Properties
HOMO-LUMO gap: 6.97 eV
Relative energy (zero: lowest compared OMol25 entry of this formula, charge and spin): 0.000 eV
LUMO level: -0.1 eV
Total charge: 0

Element x y z (Å)
1 Sn 0.049 1.943 -0.238
2 P 2.794 -5.649 0.776
3 P 2.538 -5.296 -2.461
4 C 4.497 -5.193 1.287
5 C 2.046 -2.383 1.086
6 C 2.941 -2.642 -0.090
7 C 2.148 -6.513 2.247
8 C 0.523 -2.707 -1.898
9 C -1.386 1.729 -1.883
10 C 3.172 -7.078 -0.348
11 C -0.834 1.496 1.725
12 C -0.182 -3.524 0.466
13 C 2.843 -1.728 -1.320
14 C 0.493 3.596 2.437
15 C 3.610 -6.637 -1.756
16 C 0.380 -3.838 -0.938
17 C 1.097 -6.307 -2.988
18 C 3.370 -4.895 -4.030
19 C -1.960 3.756 1.754
20 C -0.875 2.891 2.417
21 C 0.774 -2.756 1.314
22 C 1.579 -1.900 -2.100
23 H 2.806 -3.665 -0.476
24 H 2.257 -7.697 -0.380
25 H 0.541 -6.665 -2.108
26 H 1.055 3.571 1.486
27 H 3.693 -1.965 -1.984
28 H 1.906 -5.764 3.014
29 H 3.963 -7.657 0.146
30 H -2.943 3.461 2.141
31 H -1.805 4.818 1.974
32 H 3.015 -0.676 -1.022
33 H 0.428 -5.682 -3.594
34 H 3.462 -5.795 -4.654
35 H 1.438 -7.164 -3.579
36 H 0.369 -2.505 2.298
37 H 4.365 -4.488 -3.803
38 H 3.976 -2.628 0.282
39 H -0.376 -2.544 -2.522
40 H 4.644 -6.247 -1.754
41 H 0.357 4.661 2.670
42 H 1.355 -4.312 -0.757
43 H -1.169 2.729 3.470
44 H -2.430 1.739 -1.557
45 H -1.132 0.756 -2.327
46 H -2.004 3.664 0.659
47 H 1.139 3.157 3.204
48 H 5.033 -6.091 1.618
49 H -0.119 0.802 2.186
50 H 2.540 -1.788 1.880
51 H -1.830 1.048 1.658
52 H 2.775 -4.131 -4.549
53 H 1.499 -1.194 -2.944
54 H 4.443 -4.473 2.114
55 H -0.241 -4.613 -1.411
56 H -0.443 -4.483 0.945
57 H 2.894 -7.222 2.632
58 H 5.041 -4.730 0.452
59 H 3.553 -7.477 -2.461
60 H -1.206 2.537 -2.612
61 H 1.233 -7.051 1.962
62 H -1.143 -2.987 0.369